Molecular formula: C6H14O
Method: DFT, the ωB97M-V functional and the def2-TZVPD basis

Structure (XYZ):
```
21
Properties=species:S:1:pos:R:3:nbo_charge:R:1
C 0.16118 -0.91640 -1.84212 -0.607
C 0.62146 0.27510 -0.99911 -0.224
C 2.11106 0.53921 -1.22217 -0.599
C 0.34030 0.06507 0.49411 -0.405
C -1.13665 0.05288 0.87049 0.099
C -1.34144 -0.18577 2.36299 -0.628
O -1.66438 1.31422 0.47849 -0.727
H 0.37878 -0.75111 -2.90356 0.209
H -0.91611 -1.09468 -1.75128 0.205
H 0.68281 -1.83387 -1.53710 0.198
H 0.05860 1.16249 -1.31517 0.213
H 2.33012 0.70367 -2.28359 0.207
H 2.71381 -0.31537 -0.88701 0.197
H 2.44586 1.42284 -0.66622 0.208
H 0.81788 0.87003 1.07056 0.208
H 0.79664 -0.88011 0.82384 0.200
H -1.64617 -0.75171 0.31294 0.152
H -0.84238 0.59911 2.94178 0.212
H -0.93814 -1.15793 2.66771 0.213
H -2.40771 -0.17658 2.62109 0.203
H -2.60893 1.31370 0.67683 0.467
```

Computed properties:
- frontier orbital gap (eV) = 11.21
- LUMO level (eV) = 1.0
- F_max (eV Å⁻¹) = 0.40
- structure (SMILES) = CC(C)C[C@@H](C)O

Molecular formula: C6H14O10Tl
Method: DFT, the ωB97M-V functional and the def2-TZVPD basis

Structure (XYZ):
```
31
Properties=species:S:1:pos:R:3:nbo_charge:R:1
Tl 0.36026 -0.73689 0.03335 0.933
O 1.93379 -4.68579 -2.65506 -0.626
C 1.28065 -4.30623 -1.56414 0.923
O 0.91151 -3.16134 -1.49734 -0.501
O 0.99969 -5.17432 -0.73679 -0.296
H 1.93334 -3.85915 -3.14320 0.496
O -3.48054 -3.68644 1.65512 -0.595
C -2.35846 -3.64927 1.05044 0.921
O -1.79258 -4.75216 1.07803 -0.369
O -1.89635 -2.58382 0.58945 -0.454
H -3.51077 -4.64388 1.71839 0.507
C 1.99143 2.58708 0.94249 -0.093
C 2.99452 2.18265 -0.21470 -0.086
O 2.46444 1.12519 -1.01006 -0.749
O 1.44830 1.51143 1.72675 -0.760
H 1.06439 3.12208 0.73642 0.183
H 2.62835 3.19307 1.58686 0.188
H 3.93993 1.78321 0.15238 0.184
H 3.22360 3.07798 -0.79263 0.187
H 3.15843 0.85824 -1.61728 0.485
H 1.32557 1.83445 2.62240 0.490
C -1.84914 2.27141 -0.83193 -0.096
C -2.20919 2.00232 0.61727 -0.096
O -2.34664 0.57675 0.73047 -0.735
O -0.49005 1.94626 -0.93437 -0.751
H -1.94671 3.33192 -1.06408 0.179
H -2.36067 1.73945 -1.63409 0.198
H -3.10958 2.53753 0.91888 0.186
H -1.38306 2.29216 1.26658 0.176
H -2.85240 0.52529 1.54481 0.483
H -0.07210 2.74078 -1.27446 0.488
```

Computed properties:
- frontier orbital gap (eV) = 3.57
- net charge = +1
- LUMO level (eV) = -9.5
- F_max (eV Å⁻¹) = 3.93

Molecular formula: C6H14O2
Method: DFT, the ωB97M-V functional and the def2-TZVPD basis

Structure (XYZ):
```
22
Properties=species:S:1:pos:R:3:nbo_charge:R:1
C 1.63054 -1.01126 1.87248 -0.180
C 0.88192 -0.82516 2.94697 -0.457
C 1.39142 -2.15380 0.88720 -0.477
C 0.77951 -1.60308 -0.37572 -0.291
C 1.42747 -1.42252 -1.52088 -0.232
C 0.79054 -1.31594 -2.87166 -0.782
H 2.47546 -0.39499 1.59143 0.193
H 1.07780 -0.13643 3.76263 0.188
H 0.00504 -1.42902 3.15827 0.182
H 0.72674 -2.90251 1.29480 0.205
H 2.36843 -2.63435 0.79063 0.200
H -0.27934 -1.44008 -0.28982 0.187
H 2.49425 -1.57672 -1.52035 0.172
H 0.98529 -2.20688 -3.48209 0.196
H 1.09748 -0.44948 -3.46117 0.206
H -0.29745 -1.32482 -2.76136 0.202
H -4.03820 4.54079 -0.14778 0.458
H -4.75152 3.38066 0.44730 0.437
O -4.88580 4.32042 0.26121 -1.011
H -0.89710 1.36202 -0.99615 0.371
H 0.41876 1.99658 -0.56670 0.427
O -0.52455 2.20255 -0.67879 -1.196
```

Computed properties:
- frontier orbital gap (spin up / spin down) (eV) = 2.63 / 9.65
- net charge = -1
- LUMO level (spin up / spin down) (eV) = 3.7 / 3.6
- F_max (eV Å⁻¹) = 1.57
- spin multiplicity = 2

Molecular formula: C6H14O2
Method: DFT, the ωB97M-V functional and the def2-TZVPD basis

Structure (XYZ):
```
22
Properties=species:S:1:pos:R:3:nbo_charge:R:1
C -2.45364 0.00235 -0.16236 -0.639
C -1.09384 0.13370 0.51048 -0.004
C -0.62890 1.37691 0.32072 -0.373
C -0.14988 -0.64326 2.66753 -0.387
C -0.44170 -0.83600 1.39237 -0.025
C -0.46993 -2.18444 0.75370 -0.631
H -3.05855 -0.65440 0.37764 0.214
H -2.47128 -0.47459 -1.20576 0.207
H -2.99194 0.90442 -0.40349 0.225
H 0.17985 1.76171 0.79107 0.183
H -0.99168 2.00701 -0.42444 0.176
H 0.38983 -1.24344 3.41412 0.205
H -0.25715 0.35122 3.10422 0.193
H -1.41464 -2.69512 0.98532 0.220
H 0.31622 -2.77369 1.11888 0.222
H -0.41884 -2.07519 -0.40931 0.213
H 1.13057 1.28045 -2.76047 0.472
H 1.45516 2.68859 -2.25408 0.477
O 1.61436 2.05571 -2.95495 -0.944
H 3.18332 -0.90153 -1.43589 0.462
H 2.61413 0.39159 -1.68415 0.463
O 2.60592 -0.26355 -1.05859 -0.928
```

Computed properties:
- frontier orbital gap (eV) = 9.51
- LUMO level (eV) = 0.7
- F_max (eV Å⁻¹) = 3.79
- structure (SMILES) = C=C(C)C(=C)C.O.O

Molecular formula: C6H14O2
Method: DFT, the ωB97M-V functional and the def2-TZVPD basis

Structure (XYZ):
```
22
Properties=species:S:1:pos:R:3:nbo_charge:R:1
C 1.84078 1.20059 1.88620 -0.652
C 1.59688 0.16818 0.87444 -0.175
C 0.73183 0.11664 -0.09337 -0.195
C 0.36739 -0.84887 -0.98151 -0.244
C -0.03971 -2.05933 -0.51835 -0.158
C -0.30631 -3.01583 -1.74528 -0.640
H 1.68885 0.97437 2.94058 0.225
H 1.41496 2.19532 1.81584 0.216
H 2.92028 1.64389 1.73786 0.211
H 2.16555 -0.73922 1.22011 0.186
H 0.36695 1.21441 -0.42013 0.176
H 0.50237 -0.67047 -2.00863 0.207
H -0.19282 -2.45218 0.46802 0.214
H -0.15303 -2.46192 -2.75354 0.207
H 0.47730 -3.76880 -1.78480 0.208
H -1.23834 -3.56984 -1.60817 0.209
H -2.27456 0.80991 2.04303 0.474
H -2.45466 0.63464 0.48074 0.481
O -1.97676 1.12723 1.18794 -0.952
H -2.09128 3.06664 -1.66586 0.475
H -1.34907 3.11807 -0.23636 0.498
O -1.99660 3.31660 -0.83878 -0.971
```

Computed properties:
- frontier orbital gap (eV) = 9.24
- LUMO level (eV) = 0.7
- F_max (eV Å⁻¹) = 6.98
- structure (SMILES) = C/C=C/C=C/C.O.O

Molecular formula: C6H14O2
Method: DFT, the ωB97M-V functional and the def2-TZVPD basis

Structure (XYZ):
```
22
Properties=species:S:1:pos:R:3:nbo_charge:R:1
C -1.11204 0.25708 1.42751 -0.201
C -0.25733 0.98467 2.14467 -0.383
C -0.45768 -1.64333 0.10969 -0.192
C -0.84172 -0.37277 0.12822 -0.049
C -1.12574 0.54628 -1.10666 -0.627
C -0.04858 -2.56166 -1.08819 -0.676
H -2.11882 0.15209 1.88472 0.208
H 0.70981 1.14054 1.85200 0.175
H -0.32030 1.41924 3.21840 0.207
H -0.51148 -2.29505 1.03960 0.213
H -0.55302 0.54925 -1.91357 0.218
H -1.18153 1.64942 -0.79501 0.218
H -2.09300 0.18785 -1.42574 0.220
H -0.81552 -3.34171 -1.24114 0.222
H 0.90166 -3.17546 -1.03682 0.229
H 0.04810 -2.20698 -2.06486 0.216
H 1.12739 3.03525 0.06372 0.464
H 0.07891 3.89222 -0.59554 0.471
O 0.91337 3.42372 -0.72716 -0.932
H 1.89565 -0.95818 -0.13066 0.478
H 2.98393 0.09328 -0.02599 0.462
O 2.77794 -0.77575 0.28279 -0.941
```

Computed properties:
- frontier orbital gap (eV) = 10.07
- LUMO level (eV) = 0.7
- F_max (eV Å⁻¹) = 5.41
- structure (SMILES) = C=C/C(C)=C/C.O.O

Molecular formula: C6H14O2
Method: DFT, the ωB97M-V functional and the def2-TZVPD basis

Structure (XYZ):
```
22
Properties=species:S:1:pos:R:3:nbo_charge:R:1
C -1.88301 -0.30000 0.59223 0.020
C 0.82337 0.22438 1.25556 -0.706
C -1.75825 -1.34506 -0.28318 -0.622
C -2.24490 1.08204 0.17389 -0.670
H -1.84573 -0.49242 1.65588 0.201
H -0.28571 -1.35325 -0.71751 0.475
H -3.31546 1.24433 0.35732 0.232
H -2.05266 1.24517 -0.88559 0.227
H -1.68065 1.82563 0.73920 0.232
H 0.30132 1.10882 1.59935 0.199
H 0.40466 -0.67506 1.70509 0.196
H 1.81664 0.36622 1.66316 0.202
H -1.84850 -2.35612 0.09612 0.236
H -2.08572 -1.19875 -1.30556 0.228
C 2.79924 0.01704 -0.49205 -0.647
C 1.28030 -0.05926 -0.49200 0.591
O 0.74245 1.04130 -1.17121 -0.760
O 0.84631 -1.23209 -0.94365 -0.749
H 0.49085 0.75863 -2.05904 0.471
H 3.13047 1.00963 -0.19463 0.216
H 3.15965 -0.20002 -1.49871 0.213
H 3.20534 -0.71115 0.20535 0.213
```

Computed properties:
- frontier orbital gap (eV) = 9.65
- LUMO level (eV) = 0.6
- F_max (eV Å⁻¹) = 4.19
- structure (SMILES) = CC(C)(O)O.C=CC

Molecular formula: C6H14O3
Method: DFT, the ωB97M-V functional and the def2-TZVPD basis

Structure (XYZ):
```
23
Properties=species:S:1:pos:R:3:nbo_charge:R:1
C 0.07253 -1.89785 -0.00173 -0.117
C -0.45897 -0.80499 2.23987 -0.650
C -0.36801 -0.60976 0.72837 0.521
O -0.03141 -1.73644 -1.40272 -0.731
O -1.45492 -0.08530 0.15518 -0.729
H -0.85311 -1.22911 -1.51247 0.483
H 1.09882 -2.18269 0.23471 0.177
H -0.58536 -2.70100 0.35419 0.171
H 0.48132 -1.17529 2.65410 0.204
H -1.25425 -1.51558 2.46717 0.216
H -0.70325 0.14910 2.70465 0.222
C -0.76257 1.77264 -0.40998 0.082
C 1.97186 0.27812 0.05268 -0.263
C -0.78139 1.55050 -1.87806 -0.688
O 0.65446 0.50351 0.53158 -0.566
H -1.69341 2.00226 0.08373 0.210
H 0.03068 2.41859 -0.05461 0.190
H 2.44747 1.25667 -0.03370 0.191
H 2.54669 -0.31296 0.77232 0.182
H 1.97088 -0.21553 -0.92156 0.192
H 0.08493 0.97102 -2.19908 0.240
H -1.68376 1.03389 -2.19315 0.230
H -0.72920 2.53018 -2.37149 0.231
```

Computed properties:
- frontier orbital gap (eV) = 9.46
- LUMO level (eV) = 0.4
- F_max (eV Å⁻¹) = 1.19